{"formula": "C3H10O2", "method": "ωB97M-V with the def2-TZVPD basis set", "elements": ["C", "C", "C", "H", "H", "H", "H", "H", "H", "H", "H", "O", "H", "H", "O"], "coordinates": [[-1.08235, 0.47254, 1.19518], [0.17040, 1.15176, 0.96629], [0.57989, 1.59962, -0.20301], [-2.02983, 1.18465, 1.28018], [-1.21020, -0.16605, 0.43178], [-1.01531, 0.02268, 2.16657], [0.71891, 1.48271, 1.87837], [1.40078, 2.34418, -0.35832], [0.13779, 1.28195, -1.13246], [1.65191, -0.98818, -0.02921], [1.75586, -2.01753, -0.69396], [1.33711, -1.79438, -0.03679], [-1.40527, -1.88057, -2.17847], [-0.31553, -1.46378, -1.23936], [-0.69417, -1.22960, -2.04677]], "lowdin_spin": [0.152, 0.243, 0.166, 0.130, 0.009, 0.017, 0.015, 0.047, 0.047, 0.020, 0.011, 0.089, 0.005, 0.001, 0.046], "e_tot_ev": -7363.947, "homo_ev": [1.6, -4.2], "homo_lumo_gap_ev": [2.2, 8.0], "total_charge": -1, "largest_force_ev_per_a": 13.995, "s2": 0.75, "lumo_energy_ev": [3.8221, 3.7868], "spin_multiplicity": 2}